No. 1
The following is a quantum chemistry calculation of C41H37AsN3O2SY as an isolated structure at a distorted geometry, from the OMol25 dataset.

Structure (XYZ):
```
86
Properties=species:S:1:pos:R:3:forces:R:3
Y -1.302 0.316 -0.195 0.5 0.7 -0.4
C -1.750 -1.099 2.933 0.2 -0.3 0.0
N -2.166 0.126 2.247 0.1 0.3 0.0
C -3.636 0.147 2.186 -0.4 -0.1 -0.1
C -1.654 1.309 2.930 0.3 0.3 0.0
C -2.077 1.633 4.209 0.0 0.0 0.0
C -1.658 2.792 4.840 0.0 0.1 0.1
C -0.815 3.657 4.160 -0.1 0.0 0.1
C -0.369 3.344 2.897 0.0 -0.1 -0.2
C -0.734 2.146 2.251 -0.2 0.2 0.6
N -0.319 1.809 0.989 0.4 0.7 0.8
C 0.694 2.523 0.350 0.4 0.2 -0.2
C 1.895 2.875 0.969 -0.2 0.0 -0.1
C 2.913 3.473 0.252 0.0 0.1 0.0
C 2.760 3.734 -1.097 0.0 0.1 0.0
C 1.562 3.427 -1.726 0.0 0.0 -0.1
C 0.526 2.841 -1.019 0.0 -0.2 0.4
N -0.779 2.576 -1.569 0.1 0.0 0.1
C -1.711 3.611 -1.094 -0.2 0.1 0.1
C -0.836 2.534 -3.030 0.0 -0.1 -0.2
H -2.199 -1.181 3.932 0.0 0.0 -0.1
H -0.660 -1.102 3.038 -0.2 0.0 0.0
H -2.054 -1.970 2.341 0.0 0.1 0.1
H -4.083 0.002 3.178 0.1 0.1 0.0
H -3.970 -0.665 1.537 0.0 0.1 0.1
H -3.982 1.097 1.775 0.1 -0.1 0.0
H -2.759 0.979 4.732 -0.1 -0.1 0.0
H -2.003 3.031 5.835 0.0 0.0 0.1
H -0.515 4.592 4.613 0.0 0.0 0.0
H 0.257 4.049 2.370 0.0 0.0 0.0
H 2.024 2.650 2.016 0.0 0.0 0.0
H 3.835 3.725 0.757 0.1 0.0 0.0
H 3.558 4.203 -1.655 0.0 0.0 -0.1
H 1.446 3.668 -2.772 -0.1 0.0 -0.1
H -1.449 4.589 -1.523 0.0 -0.1 0.1
H -1.669 3.683 -0.006 0.0 0.0 -0.1
H -2.726 3.347 -1.393 0.1 0.0 0.0
H -0.684 3.520 -3.490 0.0 0.0 0.2
H -1.828 2.174 -3.311 0.1 0.0 0.0
H -0.093 1.833 -3.413 -0.1 0.1 0.0
O -3.309 0.950 -0.947 -0.2 0.5 0.0
C -3.333 -0.263 -1.292 -1.3 -0.9 -0.8
O -2.928 -1.159 -0.497 -0.8 -0.4 0.1
C -3.537 -0.621 -2.721 0.2 -0.1 -0.3
C -4.742 -0.667 -3.394 0.0 0.0 0.1
C -4.769 -0.986 -4.743 -0.1 0.0 0.0
C -3.585 -1.278 -5.407 -0.1 0.0 -0.1
C -2.375 -1.224 -4.743 -0.1 0.1 0.1
C -2.329 -0.854 -3.399 -0.2 0.1 0.1
S -0.780 -0.618 -2.629 0.4 -0.2 -0.5
H -5.653 -0.446 -2.858 -0.1 0.0 0.0
H -5.712 -1.000 -5.271 0.0 0.0 0.0
H -3.602 -1.536 -6.457 0.0 0.0 -0.1
H -1.445 -1.443 -5.246 0.1 0.0 -0.1
C 2.434 -5.613 2.749 0.0 0.0 0.0
C 2.398 -5.586 1.365 0.0 -0.1 0.1
C 1.783 -4.535 0.708 -0.2 0.3 -0.3
C 1.215 -3.487 1.424 -0.5 0.2 -0.1
C 1.220 -3.543 2.815 -0.2 0.3 -0.2
C 1.826 -4.601 3.472 0.0 0.0 0.1
As 0.478 -1.884 0.462 1.8 -1.5 0.3
C 2.006 -0.757 0.910 0.2 0.3 -0.1
C 2.310 -0.208 2.143 -0.2 -0.1 0.1
C 3.489 0.503 2.306 0.1 -0.1 0.1
C 4.330 0.714 1.225 0.0 -0.1 0.0
C 4.013 0.202 -0.020 0.0 -0.1 0.0
C 2.870 -0.570 -0.184 -0.1 0.2 0.5
C 2.505 -1.319 -1.385 -0.4 -0.4 -0.1
C 3.173 -1.307 -2.605 0.0 0.1 0.1
C 2.759 -2.143 -3.625 0.1 0.0 -0.1
C 1.689 -3.006 -3.443 0.0 -0.2 0.1
C 1.001 -3.009 -2.243 -0.1 -0.1 0.1
C 1.398 -2.165 -1.219 0.3 0.0 -0.3
H 2.931 -6.423 3.261 0.0 -0.1 0.1
H 2.849 -6.381 0.791 0.0 -0.1 0.0
H 1.758 -4.519 -0.375 0.1 0.0 0.1
H 0.758 -2.749 3.393 0.1 -0.1 0.0
H 1.822 -4.630 4.552 0.0 0.0 0.1
H 1.637 -0.333 2.986 0.1 0.0 0.0
H 3.752 0.895 3.278 0.0 0.1 0.1
H 5.241 1.280 1.357 0.0 0.1 0.0
H 4.671 0.388 -0.855 0.1 0.0 -0.1
H 4.010 -0.639 -2.761 0.1 0.0 0.0
H 3.279 -2.129 -4.572 0.0 0.0 -0.1
H 1.374 -3.661 -4.242 0.0 0.0 -0.1
H 0.127 -3.636 -2.109 0.0 0.0 -0.1
```
Positions in Å, forces in eV/Å.

Summary:
Relative energy (zero: lowest compared OMol25 entry of this formula, charge and spin) = 1.739 eV
Frontier orbital gap = 7.24 eV
E_LUMO = 0.3 eV
M = 799.66 u


No. 2
The following is a quantum chemistry calculation of a 8-piece molecular cluster, C23H49N3O16 overall at a distorted geometry, from the OMol25 dataset.

Structure (XYZ):
```
91
Properties=species:S:1:pos:R:3:forces:R:3
C -0.429 1.331 -0.318 -0.7 -0.1 -1.0
N 0.245 0.559 0.739 -0.4 0.0 0.1
O 0.767 1.145 1.668 0.1 -0.1 -0.2
O 0.180 -0.657 0.628 0.0 0.5 0.7
H 0.229 1.534 -1.158 0.5 0.0 0.4
H -0.848 2.264 0.042 0.2 0.0 0.3
H -1.195 0.670 -0.715 -0.1 0.1 0.1
C 0.898 3.089 -4.294 0.5 -1.6 0.3
N -0.336 2.295 -3.999 -0.7 1.2 -0.5
O -0.627 1.362 -4.706 0.2 -0.2 0.1
O -1.042 2.759 -3.115 0.1 -0.5 0.2
H 1.532 2.885 -3.429 0.0 0.6 0.1
H 0.617 4.124 -4.424 0.0 0.1 0.0
H 1.373 2.598 -5.138 -0.1 0.4 -0.3
C 3.053 -0.289 3.829 0.5 0.2 0.0
N 3.725 1.061 3.884 -1.2 -1.0 -0.4
O 4.791 1.190 3.339 0.5 0.3 -0.1
O 3.080 1.916 4.441 0.2 0.7 0.3
H 3.643 -0.924 3.177 0.1 -0.1 0.1
H 2.052 -0.139 3.436 -0.1 0.1 0.2
H 3.054 -0.629 4.861 -0.2 -0.2 -0.1
C -3.209 -1.584 -3.805 0.0 -0.9 0.3
C -3.773 -1.990 -2.436 0.4 -0.6 -1.0
O -3.573 -0.865 -1.593 0.0 0.6 0.0
C -4.288 -0.680 -0.482 -0.3 -0.9 0.3
C -3.865 0.552 0.236 0.4 0.5 0.3
O -5.108 -1.460 -0.064 0.0 0.1 -0.3
H -3.021 -2.488 -4.393 -0.2 0.0 0.0
H -2.242 -1.097 -3.706 -0.1 0.3 0.0
H -3.929 -0.981 -4.353 0.2 0.3 0.0
H -4.806 -2.324 -2.552 -0.2 0.5 0.4
H -3.252 -2.859 -2.022 0.2 0.2 0.1
H -3.598 1.373 -0.428 -0.2 0.0 -0.1
H -2.941 0.318 0.772 -0.1 -0.1 0.1
H -4.615 0.847 0.964 0.0 0.0 -0.1
C -2.063 -1.406 3.764 0.4 -0.9 -0.7
C -0.988 -1.225 4.828 -0.8 0.1 -0.4
O -0.429 0.093 4.690 0.4 -0.5 0.1
C -1.055 1.097 5.294 0.0 1.0 0.9
C -0.450 2.444 4.947 -1.2 -0.7 -0.6
O -1.973 0.968 6.065 -0.2 -0.4 -0.2
H -2.023 -2.454 3.455 -0.2 0.0 0.0
H -1.787 -0.858 2.861 0.0 0.2 0.1
H -3.102 -1.202 4.009 0.2 0.3 0.4
H -1.412 -1.435 5.809 0.2 0.4 0.2
H -0.166 -1.913 4.651 0.1 0.1 -0.1
H -1.133 3.199 5.326 0.3 0.1 0.4
H -0.542 2.509 3.859 0.7 0.1 0.0
H 0.567 2.507 5.316 0.1 0.2 -0.2
C -1.285 -3.418 0.854 -0.8 0.4 1.1
C -2.193 -4.481 1.464 1.9 -0.9 0.4
O -3.338 -4.672 0.659 -0.6 -0.2 0.6
C -3.290 -5.503 -0.387 -0.4 0.2 -1.4
C -4.681 -5.723 -0.948 0.0 0.7 0.6
O -2.296 -5.965 -0.871 0.6 -0.2 0.4
H -0.383 -3.221 1.437 0.1 -0.4 0.0
H -1.839 -2.481 0.958 0.1 0.1 -0.8
H -1.034 -3.712 -0.160 0.0 0.3 -0.1
H -1.594 -5.392 1.608 -0.3 -0.3 -0.8
H -2.509 -4.344 2.499 -0.4 0.8 -0.3
H -5.250 -4.821 -0.716 -0.3 -0.3 0.3
H -5.050 -6.601 -0.419 -0.4 0.1 -0.1
H -4.754 -5.848 -2.023 0.6 -0.4 0.0
C 3.544 6.939 -2.011 -0.2 0.2 0.4
C 3.097 5.503 -2.203 -0.1 -0.8 0.3
O 3.535 4.791 -1.024 0.9 0.4 0.4
C 2.957 3.696 -0.558 -0.5 -0.6 0.6
C 3.592 3.210 0.720 0.3 0.2 0.5
O 2.018 3.120 -1.059 0.0 0.3 -0.6
H 2.760 7.487 -1.487 0.1 0.1 0.0
H 3.811 7.491 -2.911 -0.3 -0.3 -0.3
H 4.438 6.958 -1.388 0.0 -0.1 0.0
H 2.019 5.334 -2.216 0.0 0.4 -0.5
H 3.583 5.023 -3.053 -0.2 0.0 -0.1
H 2.864 2.948 1.488 -0.4 0.0 -0.4
H 4.244 3.948 1.185 0.2 0.0 -0.3
H 4.150 2.292 0.529 0.1 0.1 -0.1
C 3.326 -1.130 -0.074 0.9 0.3 -1.8
C 2.244 -1.830 -0.886 -0.7 -0.6 1.2
O 2.573 -1.947 -2.261 1.0 -0.7 -0.2
C 2.102 -1.144 -3.198 -0.8 0.5 -0.6
C 2.610 -1.503 -4.573 0.9 -0.4 0.7
O 1.324 -0.242 -3.008 0.0 0.2 0.4
H 3.075 -0.859 0.944 -0.3 0.0 -0.1
H 3.657 -0.275 -0.678 -0.4 0.5 0.5
H 4.250 -1.715 -0.102 -0.2 -0.4 0.4
H 2.193 -2.856 -0.513 -0.1 -0.1 -0.3
H 1.238 -1.436 -0.742 0.5 0.2 -0.4
H 2.120 -2.402 -4.943 -0.3 0.2 -0.1
H 3.658 -1.790 -4.448 0.0 0.1 -0.2
H 2.529 -0.656 -5.241 -0.2 -0.1 -0.1
```
Positions in Å, forces in eV/Å.

Summary:
SMILES = C[N+](=O)[O-].C[N+](=O)[O-].C[N+](=O)[O-].CCOC(C)=O.CCOC(C)=O.CCOC(C)=O.CCOC(C)=O.CCOC(C)=O
Relative energy (zero: lowest compared OMol25 entry of this formula, charge and spin) = 0.000 eV
Frontier orbital gap = 10.29 eV
E_LUMO = 0.1 eV
M = 623.65 u


No. 3
The following is a quantum chemistry calculation of a 5-piece molecular cluster, C18H43FN6O6S overall at a distorted geometry, from the OMol25 dataset.

Structure (XYZ):
```
75
Properties=species:S:1:pos:R:3:forces:R:3
C 2.386 -0.017 -0.146 -1.2 0.5 0.8
C 1.173 0.594 0.641 1.1 -0.2 -1.2
C 0.831 1.930 -0.035 -0.4 -0.6 0.4
N -0.320 2.619 0.577 0.9 -0.3 -0.4
N -1.508 2.278 -0.075 -1.6 0.7 -0.2
C -2.320 1.333 0.719 -0.6 -0.5 -0.2
C -3.789 1.213 0.335 -0.1 -0.7 -0.5
C -3.978 0.676 -1.106 -0.1 -0.2 0.3
S -2.285 3.812 -0.349 1.9 3.5 2.0
O -3.028 4.262 0.821 0.0 -1.4 -1.7
O -1.283 4.757 -0.797 -1.2 -1.7 -0.3
F -3.268 3.662 -1.586 0.3 -0.9 0.9
H 1.994 -0.540 -1.018 0.3 -0.1 -0.1
H 3.020 0.816 -0.442 0.3 -0.3 -0.1
H 2.924 -0.665 0.533 0.3 -0.2 -0.4
H 0.368 -0.141 0.565 -0.3 0.3 0.3
H 1.478 0.721 1.680 -0.2 0.2 0.0
H 0.571 1.720 -1.072 0.0 0.2 0.0
H 1.720 2.563 -0.031 -0.1 0.2 0.1
H -0.383 2.364 1.556 -0.2 0.2 0.1
H -2.260 1.522 1.797 0.2 0.4 -0.1
H -1.896 0.342 0.542 0.2 0.2 0.1
H -4.191 0.433 0.985 0.1 0.2 0.3
H -4.374 2.109 0.542 0.2 0.1 -0.1
H -4.420 -0.323 -1.065 -0.1 0.1 0.0
H -4.654 1.301 -1.687 0.2 0.0 -0.1
H -3.023 0.547 -1.618 -0.1 0.3 -0.2
C 8.016 1.566 1.724 0.0 -0.2 -0.1
N 6.838 0.743 1.536 0.0 0.1 0.0
C 6.992 -0.625 1.069 -0.2 0.0 0.0
C 5.596 1.203 1.779 0.1 0.0 0.0
O 4.580 0.550 1.633 0.1 0.0 0.2
H 8.555 1.668 0.780 0.1 0.1 0.0
H 8.677 1.108 2.463 0.1 0.1 0.0
H 7.730 2.556 2.075 0.0 0.0 0.0
H 6.455 -0.760 0.129 0.0 -0.1 0.0
H 6.577 -1.318 1.801 0.0 -0.1 -0.1
H 8.046 -0.845 0.919 0.0 0.1 0.0
H 5.581 2.248 2.128 0.0 0.0 0.0
C -1.494 -4.660 -0.670 0.1 0.2 -0.1
N -1.652 -3.255 -0.350 -0.1 -0.1 0.1
C -1.255 -2.255 -1.329 -0.1 0.1 0.2
C -2.154 -2.844 0.828 0.1 -0.1 -0.1
O -2.302 -1.677 1.146 0.0 0.0 0.0
H -0.443 -4.881 -0.865 0.0 -0.1 0.0
H -2.081 -4.908 -1.556 0.0 -0.1 0.0
H -1.833 -5.275 0.161 0.0 0.0 0.0
H -0.481 -1.609 -0.909 0.0 0.0 -0.1
H -2.111 -1.634 -1.596 0.1 0.0 -0.1
H -0.872 -2.744 -2.220 0.0 0.0 0.0
H -2.424 -3.675 1.499 0.0 0.0 0.0
C 1.251 -1.291 5.645 0.1 0.1 -0.2
N 1.848 -1.989 4.526 -0.1 -0.1 0.2
C 2.476 -1.222 3.461 0.0 -0.3 0.0
C 1.840 -3.335 4.435 0.0 0.1 0.1
O 2.323 -3.971 3.519 0.0 0.0 -0.1
H 0.458 -0.629 5.290 0.0 0.0 0.1
H 2.007 -0.694 6.159 -0.1 0.0 0.1
H 0.826 -2.003 6.349 0.0 0.0 0.0
H 1.983 -1.439 2.515 0.1 0.0 0.0
H 3.526 -1.501 3.374 0.0 0.1 -0.1
H 2.402 -0.160 3.676 0.0 0.0 0.0
H 1.341 -3.821 5.290 0.0 0.0 0.0
C -5.824 0.724 -6.258 0.1 0.2 0.1
N -4.587 1.017 -5.563 -0.1 -0.1 -0.1
C -4.441 2.291 -4.878 0.2 -0.2 0.0
C -3.561 0.140 -5.528 -0.1 0.0 0.0
O -2.507 0.329 -4.957 0.0 0.0 0.1
H -5.997 1.466 -7.040 -0.1 -0.1 0.0
H -6.660 0.746 -5.557 -0.1 0.0 -0.1
H -5.774 -0.262 -6.715 0.0 0.0 0.0
H -3.595 2.836 -5.296 0.0 0.1 0.1
H -4.245 2.117 -3.819 0.0 0.1 0.0
H -5.347 2.881 -4.990 0.0 -0.1 0.0
H -3.774 -0.793 -6.077 0.0 0.0 0.0
```
Positions in Å, forces in eV/Å.

Summary:
SMILES = CCCNN(CCC)S(=O)(=O)F.CN(C)C=O.CN(C)C=O.CN(C)C=O.CN(C)C=O
Relative energy (zero: lowest compared OMol25 entry of this formula, charge and spin) = 0.000 eV
Frontier orbital gap = 9.58 eV
E_LUMO = 0.6 eV
M = 490.64 u